Entry 1:
51
Properties=species:S:1:pos:R:3:mulliken_charge:R:1 method="wB97M-V/def2-TZVPD" smiles="CC[C@H](Cl)P(Cc1ccccc1)S(=O)(=O)F.c1ccncc1.c1ccncc1" lumo_ev=-0.227 homo_ev=-9.4876
C 2.159 -1.376 3.215 -1.246
C 1.792 0.170 2.975 -0.284
C 0.215 0.255 2.941 0.329
Cl -0.268 0.332 1.158 -0.395
P -0.559 1.768 3.745 0.218
C -1.733 1.034 5.054 -0.929
C -2.944 0.497 4.201 0.568
C -2.918 -0.913 3.770 -0.099
C -3.975 -1.499 2.933 -0.719
C -5.063 -0.607 2.539 -0.358
C -5.116 0.788 2.997 -0.425
C -4.062 1.379 3.838 -0.476
S 0.926 3.003 4.729 0.973
O 1.620 2.320 5.811 -0.524
O 0.219 4.210 5.132 -0.535
F 1.986 3.406 3.519 -0.241
H 3.217 -1.595 2.925 0.352
H 1.449 -2.015 2.628 0.244
H 1.976 -1.559 4.313 0.397
H 2.213 0.445 1.971 0.348
H 2.290 0.722 3.808 0.240
H -0.202 -0.716 3.317 -0.069
H -2.082 1.825 5.774 0.462
H -1.258 0.216 5.653 0.413
H -2.045 -1.545 4.076 0.286
H -3.885 -2.564 2.628 0.360
H -5.862 -1.025 1.873 0.325
H -5.960 1.460 2.697 0.320
H -4.104 2.441 4.181 0.348
C 2.178 -3.075 -2.063 -0.453
C 1.816 -2.993 -3.398 -0.414
C 0.792 -2.127 -3.747 -0.420
N 0.128 -1.366 -2.870 -0.533
C 0.494 -1.464 -1.587 0.121
C 1.506 -2.296 -1.135 0.025
H 2.974 -3.740 -1.749 0.377
H 2.317 -3.587 -4.151 0.391
H 0.475 -2.024 -4.780 0.576
H -0.062 -0.839 -0.896 0.123
H 1.760 -2.333 -0.083 0.309
C 0.480 1.602 -7.389 -0.528
C 1.519 2.393 -7.853 -0.260
C 2.811 2.069 -7.470 -0.295
N 3.115 1.038 -6.675 -0.537
C 2.096 0.290 -6.238 -0.032
C 0.770 0.527 -6.564 -0.023
H -0.544 1.821 -7.666 0.361
H 1.332 3.241 -8.498 0.360
H 3.658 2.656 -7.811 0.350
H 2.373 -0.537 -5.593 0.342
H -0.015 -0.113 -6.183 0.278

Entry 2:
71
Properties=species:S:1:pos:R:3:mulliken_charge:R:1 method="wB97M-V/def2-TZVPD" total_charge=-2 lumo_ev="3.731 / 3.731" homo_ev="0.9928 / 0.9937"
Pd 0.875 2.217 -1.047 1.327
O -3.766 6.082 1.932 -0.770
C -2.543 6.182 2.267 0.424
O -1.882 6.901 3.015 -0.735
C -1.709 5.209 1.485 -0.313
C -2.276 4.514 0.414 -0.435
C -1.496 3.592 -0.280 0.047
N -0.169 3.379 0.054 -0.594
C 0.333 3.957 1.128 0.519
C -0.379 4.946 1.802 -0.653
C 1.706 3.525 1.417 0.259
C 2.584 4.020 2.383 -0.623
C 3.940 3.773 2.308 -0.418
C 4.397 2.884 1.335 -0.852
C 3.453 2.287 0.519 -0.133
N 2.188 2.662 0.450 0.013
C -1.906 2.805 -1.426 0.287
C -3.206 2.762 -1.984 -0.757
C -3.385 2.146 -3.191 -0.190
C -2.281 1.525 -3.874 -0.960
C -1.074 1.535 -3.210 -0.247
N -0.850 2.168 -2.073 -0.262
H -3.300 4.745 0.139 0.457
H 0.080 5.509 2.587 0.512
H 2.177 4.566 3.214 0.353
H 4.600 4.280 3.001 0.400
H 5.479 2.619 1.190 0.281
H 3.722 1.455 -0.147 0.389
H -4.042 3.241 -1.474 0.341
H -4.413 2.099 -3.597 0.315
H -2.356 1.114 -4.907 0.329
H -0.206 1.038 -3.639 0.535
C 2.794 -0.366 4.393 -1.058
C 1.325 -0.309 3.895 0.724
C 0.405 -1.527 4.213 -0.889
O 0.941 0.652 3.235 -0.451
H 3.027 -1.344 4.787 0.378
H 2.922 0.387 5.189 0.272
H 3.447 -0.103 3.551 0.259
H 0.888 -2.311 4.791 0.362
H 0.118 -1.916 3.237 0.124
H -0.501 -1.203 4.735 0.287
Cl 1.434 -4.304 -4.460 -0.194
C 0.687 -5.324 -3.390 0.342
C 0.437 -6.632 -3.778 -0.408
C -0.140 -7.564 -2.878 -0.559
C -0.535 -7.141 -1.598 -0.410
C -0.329 -5.828 -1.178 0.591
Cl -0.673 -5.393 0.443 -0.183
C 0.242 -4.886 -2.086 -0.240
N 0.323 -3.530 -1.771 0.154
C -0.691 -2.827 -1.112 -0.448
C -2.043 -3.168 -1.191 0.265
C -3.018 -2.395 -0.585 -0.881
C -2.646 -1.356 0.287 -0.755
C -1.299 -1.026 0.417 -0.349
C -0.323 -1.680 -0.391 0.688
C 1.078 -1.090 -0.460 -0.421
C 1.586 -0.655 -1.837 0.657
O 1.804 -1.530 -2.712 -0.866
O 1.777 0.660 -2.098 -0.716
H 0.733 -6.953 -4.818 0.279
H -0.277 -8.603 -3.198 0.312
H -0.936 -7.865 -0.855 0.315
H 1.014 -2.871 -2.230 0.253
H -2.284 -4.071 -1.756 0.502
H -4.081 -2.613 -0.720 0.340
H -3.417 -0.746 0.801 0.364
H -0.983 -0.204 1.107 0.406
H 1.775 -1.842 0.004 0.351
H 1.121 -0.261 0.228 -0.243

Entry 3:
66
Properties=species:S:1:pos:R:3:mulliken_charge:R:1 method="wB97M-V/def2-TZVPD" relative_energy_ev=0.1686 spin_multiplicity=2 total_charge=-1 lumo_ev="2.416 / 2.325" homo_ev="0.4168 / -7.5298"
C -0.651 0.020 0.609 -0.116
O 0.090 -0.621 -0.394 0.709
H -1.470 0.609 0.195 -0.598
H -1.042 -0.787 1.228 0.620
H 0.007 0.725 1.117 -0.154
H 0.655 -1.294 -0.006 -0.023
C 1.181 3.715 3.561 -0.580
O 2.469 3.678 4.154 -0.183
H 1.027 2.895 2.860 -0.274
H 0.352 3.784 4.267 0.452
H 1.186 4.608 2.937 0.182
H 2.439 4.020 5.051 0.271
C 1.691 -1.973 -3.258 -0.015
O 3.077 -2.363 -3.233 -0.558
H 1.331 -1.828 -4.276 0.336
H 1.067 -2.771 -2.856 0.104
H 1.611 -1.092 -2.621 -0.183
H 3.600 -1.882 -3.878 0.287
C -0.262 3.645 0.139 0.031
O 0.163 4.966 0.040 -0.449
H 0.450 2.897 -0.209 -0.129
H -0.480 3.402 1.179 0.117
H -1.217 3.521 -0.372 0.118
H 0.350 5.147 -0.883 0.274
C -1.632 -3.499 -1.086 -0.298
O -0.343 -4.050 -0.895 -0.556
H -2.122 -3.008 -0.245 -0.006
H -1.556 -2.774 -1.896 0.162
H -2.312 -4.291 -1.401 0.368
H 0.051 -3.527 -0.194 0.507
C 1.557 -4.054 1.546 -1.291
O 0.897 -2.867 1.104 -1.045
H 2.133 -4.524 0.749 0.322
H 2.315 -3.837 2.298 0.398
H 0.854 -4.842 1.818 0.293
H 0.936 -2.253 1.842 -0.019
C 2.437 -0.298 2.418 -0.746
O 1.530 -1.039 3.234 1.309
H 2.516 -0.734 1.422 -0.230
H 2.212 0.768 2.410 0.191
H 3.423 -0.422 2.867 0.554
H 1.531 -0.767 4.155 -0.790
C -3.684 1.799 -1.983 -0.104
O -4.934 2.212 -1.428 -0.499
H -3.146 2.738 -2.108 0.162
H -3.072 1.244 -1.272 -0.178
H -3.764 1.265 -2.930 0.296
H -5.471 1.464 -1.158 0.283
C -0.498 1.116 -3.438 -0.573
O -1.152 0.030 -2.835 -0.530
H -0.256 1.886 -2.706 0.072
H 0.473 0.851 -3.856 0.277
H -1.110 1.649 -4.166 0.358
H -0.807 -0.103 -1.949 0.234
C 3.046 1.141 -0.987 -0.158
O 4.142 1.635 -1.721 -0.545
H 2.174 0.872 -1.584 -0.104
H 3.314 0.270 -0.389 0.189
H 2.729 1.889 -0.261 0.201
H 4.925 1.402 -1.216 0.345
C -4.352 -1.813 1.473 -0.596
O -3.538 -2.035 2.612 -0.433
H -4.293 -2.700 0.842 0.223
H -5.397 -1.643 1.732 0.368
H -4.025 -0.997 0.829 0.044
H -3.359 -1.175 2.999 0.308

Entry 4:
59
Properties=species:S:1:pos:R:3:mulliken_charge:R:1 method="wB97M-V/def2-TZVPD" relative_energy_ev=0.1503 smiles="O=S(=O)(NC1CCCC1)c1ccc(S(=O)(=O)N(Cc2cccs2)C[C@H]2CCCO2)cc1" lumo_ev=0.260 homo_ev=-8.7366
O 2.877 0.540 -2.933 -0.730
S 2.741 0.110 -1.570 1.147
O 2.748 1.112 -0.543 -0.500
N 3.871 -1.088 -1.268 -0.241
C 4.931 -0.910 -0.286 -0.297
C 5.771 0.375 -0.479 -0.959
C 5.608 1.173 0.817 -0.438
C 5.330 0.104 1.869 -0.942
C 4.369 -0.831 1.141 0.132
C 1.199 -0.791 -1.407 0.203
C 1.081 -1.776 -0.445 -0.084
C -0.160 -2.348 -0.215 -0.645
C -1.248 -1.915 -0.949 -0.523
S -2.889 -2.497 -0.502 1.413
O -2.738 -3.551 0.457 -0.720
O -3.627 -2.745 -1.706 -0.766
N -3.581 -1.204 0.251 0.211
C -3.223 -0.944 1.631 -1.230
C -1.798 -0.536 1.810 0.784
C -0.845 -1.167 2.550 -0.953
C 0.417 -0.533 2.497 -0.576
C 0.408 0.574 1.714 -0.473
S -1.146 0.875 1.045 0.001
C -4.471 -0.326 -0.456 -1.475
C -3.905 1.073 -0.702 1.225
C -4.787 1.940 -1.621 -0.807
C -4.675 3.348 -1.015 -0.543
C -3.740 3.142 0.190 -0.510
O -3.836 1.777 0.524 -0.323
C -1.118 -0.976 -1.955 -0.300
C 0.122 -0.401 -2.182 -1.041
H 4.219 -1.393 -2.165 0.352
H 5.571 -1.794 -0.383 0.578
H 5.411 0.934 -1.342 0.330
H 6.818 0.119 -0.646 0.374
H 6.486 1.776 1.046 0.424
H 4.740 1.825 0.730 0.147
H 6.251 -0.424 2.126 0.334
H 4.898 0.514 2.780 0.396
H 3.382 -0.373 1.102 -0.415
H 4.292 -1.813 1.606 0.447
H 1.951 -2.077 0.116 0.468
H -0.311 -3.109 0.532 0.508
H -3.390 -1.864 2.201 0.414
H -3.888 -0.157 1.996 0.439
H -1.041 -2.063 3.113 0.456
H 1.286 -0.890 3.020 0.466
H 1.220 1.229 1.463 0.616
H -4.680 -0.816 -1.408 0.336
H -5.407 -0.225 0.108 0.335
H -2.890 0.994 -1.125 -0.077
H -4.439 1.900 -2.650 0.373
H -5.816 1.583 -1.592 0.333
H -5.648 3.707 -0.686 0.244
H -4.260 4.069 -1.716 0.299
H -2.703 3.386 -0.080 0.206
H -4.026 3.719 1.069 0.425
H -1.984 -0.710 -2.540 0.636
H 0.274 0.351 -2.941 0.515

Entry 5:
46
Properties=species:S:1:pos:R:3:mulliken_charge:R:1 method="wB97M-V/def2-TZVPD" relative_energy_ev=0.1656 total_charge=+3 lumo_ev=-9.423 homo_ev=-15.9049
Mo -0.042 -0.036 -0.006 0.815
C 1.109 2.596 0.092 -1.239
N 1.104 1.527 -0.981 -0.269
C 2.475 1.040 -1.274 -0.792
C 2.971 0.253 -0.089 0.645
C 4.311 0.126 0.215 -1.030
C 4.679 -0.648 1.306 -0.288
C 3.693 -1.252 2.072 -0.924
C 2.372 -1.062 1.724 -0.155
N 2.012 -0.335 0.653 0.272
C 0.369 1.997 -2.184 -0.601
C -1.088 2.141 -1.819 0.462
C -1.944 2.998 -2.477 -1.013
C -3.272 3.057 -2.074 -0.274
C -3.693 2.276 -1.008 -0.908
C -2.777 1.456 -0.383 -0.208
N -1.499 1.373 -0.789 0.242
C 0.596 2.259 1.500 1.023
C 0.837 3.181 2.504 -0.953
C 0.327 2.956 3.773 -0.425
C -0.413 1.806 4.011 -0.850
C -0.609 0.918 2.976 -0.365
N -0.117 1.143 1.747 0.395
H 2.129 2.969 0.189 0.684
H 0.499 3.423 -0.273 0.565
H 2.421 0.393 -2.153 0.422
H 3.144 1.870 -1.513 0.492
H 5.055 0.622 -0.394 0.478
H 5.724 -0.769 1.560 0.466
H 3.940 -1.855 2.934 0.440
H 1.567 -1.499 2.299 0.459
H 0.781 2.938 -2.555 0.501
H 0.492 1.247 -2.969 0.453
H -1.581 3.612 -3.290 0.492
H -3.965 3.718 -2.577 0.460
H -4.714 2.305 -0.657 0.440
H -3.052 0.836 0.460 0.487
H 1.416 4.070 2.291 0.495
H 0.506 3.670 4.565 0.466
H -0.828 1.594 4.985 0.464
H -1.166 0.000 3.109 0.543
Se -4.630 -6.838 -2.957 -0.167
Sb -3.510 -8.507 -1.878 1.158
Se -0.906 -2.040 -0.335 -0.366
Se -3.371 -10.048 -0.009 0.007
Se -1.674 -10.094 -1.863 0.003